A) This record from OMol25 describes a gas-phase ion, C4H7O2 (charge +1). The level of theory is wB97M-V/def2-TZVPD.

Positions of all 13 atoms, in Å:
C -1.03287 -0.60564 -0.01008
C 1.44680 0.21758 0.42046
C 1.51834 -0.91869 -0.49134
C -1.77819 0.64838 0.33732
O -1.04904 -1.72332 0.16626
O 0.41796 -0.05833 -0.46458
H 1.31025 0.05306 1.44715
H 1.99982 1.12265 0.05508
H 2.04757 -1.02842 -1.43124
H 1.51037 -1.95997 -0.09586
H -1.17004 1.51068 0.03630
H -2.85389 0.55373 0.16232
H -1.75209 0.69967 1.43556

Its highest occupied orbital energy is -17.2 eV. The net charge is +1.

B) This record from OMol25 describes a gas-phase ion, C4H7O2 (charge +1). The level of theory is wB97M-V/def2-TZVPD.

Positions of all 13 atoms, in Å:
C 0.82369 -1.13352 -1.24764
C -0.29328 -0.25696 -1.15359
C -0.30259 -0.82263 1.20703
C -0.12533 1.46074 0.50068
O 1.42259 -1.70261 -0.35902
O -0.45114 0.09413 0.21821
H 1.21477 -1.25262 -2.39507
H -0.94447 0.32233 -1.89115
H -0.69316 -1.79079 1.22798
H 0.00715 -0.37114 2.09822
H -0.93071 1.70981 1.25402
H 0.86329 1.74031 0.83878
H -0.59082 2.00296 -0.29845

Its highest occupied orbital energy (spin up / spin down) is -14.6 / -13.8 eV. The net charge is +1.

Top of the stability list: A), leading by 381.6 kJ/mol.

A) This record from OMol25 describes 2 unconnected molecules or ions with the total composition H2N2O3S. The level of theory is wB97M-V/def2-TZVPD.

Positions of all 8 atoms, in Å:
N -0.35748 -0.52021 0.53738
N 2.66979 -0.07577 0.23017
O 1.59905 0.60458 0.38615
O -0.22001 -1.62775 -0.03192
O 4.86015 -1.04107 -0.20601
S 4.16702 0.26731 0.02784
H 0.02337 -0.33876 1.36733
H -0.53118 0.33931 0.08442

Its highest occupied orbital energy (spin up / spin down) is -10.1 / -8.9 eV.

B) This record from OMol25 describes 2 unconnected molecules or ions with the total composition H2N2O3S. The level of theory is wB97M-V/def2-TZVPD.

Positions of all 8 atoms, in Å:
N 0.10863 -0.60659 0.26830
N -2.12238 0.63411 1.57613
O -1.97378 0.02140 2.57680
O -2.26390 1.78557 1.37522
O -2.63383 0.53822 -0.96803
S -2.24566 -0.42163 -0.04448
H 0.52560 -0.28970 -0.58705
H 0.24536 0.11761 0.96798

Its highest occupied orbital energy (spin up / spin down) is -10.2 / -10.1 eV.

Top of the stability list: B), leading by 103.0 kJ/mol.

A) This record from OMol25 describes 2 unconnected molecules or ions with the total composition H2N2O3S. The level of theory is wB97M-V/def2-TZVPD.

Positions of all 8 atoms, in Å:
N -0.08154 -1.59014 0.36388
N 0.58043 -0.68196 0.13431
O -2.91126 0.00771 -0.70490
O -4.93266 0.70729 0.42722
O 0.15242 0.52687 -0.59748
S -4.11636 -0.38922 -0.01723
H 1.57145 -0.47354 0.35159
H -0.79271 0.43381 -0.81492

Its highest occupied orbital energy is -9.3 eV.

B) This record from OMol25 describes a single H2N2O3S molecule. The level of theory is wB97M-V/def2-TZVPD.

Positions of all 8 atoms, in Å:
N -0.74332 -0.68386 -0.95284
N 0.42700 1.14190 0.48607
O 0.86853 1.77070 -0.40881
O -0.06306 1.52250 1.51396
O 0.08126 -1.11329 1.66308
S 0.77856 -0.69642 0.50561
H -0.42367 -0.22340 -1.81658
H -0.92530 -1.71812 -0.99049

Its highest occupied orbital energy (spin up / spin down) is -10.4 / -10.4 eV.

Top of the stability list: A), leading by 151.7 kJ/mol.

A) This record from OMol25 describes a gas-phase ion, C12H17N2 (charge +1). The level of theory is wB97M-V/def2-TZVPD.

Positions of all 31 atoms, in Å:
C 0.27867 2.23811 -2.16076
N 0.89619 1.74696 -0.91755
N 0.59019 0.58798 -0.15790
C 1.65134 -0.13451 0.66231
C 0.97854 -1.41440 1.10748
C 0.92554 -2.48064 0.19884
C 0.10288 -3.57374 0.48002
C -0.66624 -3.60603 1.64104
C -0.54306 -2.58115 2.58170
C 0.27024 -1.47185 2.31742
C 2.90464 -0.32201 -0.16850
C 3.85953 0.57331 0.14648
C 3.53875 1.34540 1.41600
C 2.18420 0.77348 1.87089
H 1.05916 2.81932 -2.68740
H -0.04055 1.43134 -2.82380
H -0.55301 2.91390 -1.97104
H 1.45701 2.39915 -0.37447
H 0.08892 -0.05877 -0.74255
H 0.11066 0.94957 0.69289
H 1.59532 -2.52126 -0.66727
H 0.05471 -4.38953 -0.24553
H -1.33696 -4.44256 1.83484
H -1.09717 -2.60580 3.51641
H 0.43503 -0.71748 3.09251
H 2.91170 -1.05720 -0.96429
H 4.80624 0.70098 -0.37006
H 3.48088 2.43680 1.23878
H 4.30531 1.18553 2.19842
H 2.34532 0.09129 2.71870
H 1.49521 1.56877 2.22391

Its highest occupied orbital energy is -12.8 eV. The net charge is +1.

B) This record from OMol25 describes a gas-phase ion, C12H17N2 (charge +1). The level of theory is wB97M-V/def2-TZVPD.

Positions of all 31 atoms, in Å:
C 3.15546 0.53602 -0.52863
C 3.16551 -0.64196 0.18419
C 2.00966 1.16590 -0.77157
C 2.01314 -1.30137 0.39226
C 0.73503 0.67189 -0.20731
C 0.73692 -0.84712 0.03200
C -1.51663 0.83957 0.66664
C -2.50018 0.59676 -0.49205
C -1.46063 -1.76757 -0.82413
C -0.22987 1.52650 0.37346
C -0.22308 3.02799 0.52401
C -0.13994 -2.82993 0.91383
N -0.32584 -1.64701 0.03430
N -1.80468 -0.36364 -1.40775
H 4.04043 0.97032 -0.88940
H 4.04054 -1.03137 0.54808
H 2.00055 2.12288 -1.31146
H 2.26288 -2.32221 0.73804
H -2.01959 1.58346 1.44878
H -1.37294 -0.15917 1.21914
H -3.53024 0.25021 -0.25014
H -2.35473 1.42372 -1.14191
H -2.38063 -2.01347 -0.36745
H 0.81950 3.28072 0.25062
H -0.50107 3.30060 1.55005
H -0.95943 3.53265 -0.08326
H -1.12111 -3.14414 1.11182
H 0.28660 -3.72601 0.45127
H 0.50040 -2.55722 1.81202
H -2.42278 -0.40831 -2.30570
H -0.90324 -0.06869 -1.66975

Its highest occupied orbital energy (spin up / spin down) is -10.6 / -11.2 eV. The net charge is +1.

Top of the stability list: A), leading by 265.5 kJ/mol.